1.
# C8H12N5

A cluster of 2 separate species, C8H12N5 in total (ωB97M-V/def2-TZVPD, OMol25).

Last column: Löwdin spin population.
Geometry (Å):
C: -0.57 -2.97 0.62  0.01
C: -0.22 -1.67 0.39  0.23
C: -0.97 -3.80 -0.43  0.29
C: -0.69 -2.01 -2.02  0.08
C: -0.29 -1.12 -0.96  0.06
C: -1.02 -3.33 -1.76  0.02
C: 0.68 2.37 0.54  0.00
C: 1.29 4.73 0.96  0.04
N: 0.45 1.21 0.95  0.28
N: -0.06 0.10 -1.22  0.30
N: 0.91 3.41 1.39  0.39
N: -1.40 -4.16 -2.75  -0.01
N: 1.08 3.12 2.72  0.25
H: -0.54 -3.37 1.62  -0.01
H: 0.10 -0.98 1.15  0.01
H: -1.25 -4.82 -0.23  0.01
H: -0.74 -1.60 -3.02  0.00
H: 0.70 2.64 -0.52  -0.01
H: 2.37 4.81 0.83  0.02
H: 0.80 4.97 0.02  0.00
H: 0.98 5.45 1.72  0.01
H: -1.66 -5.11 -2.56  0.00
H: -1.44 -3.84 -3.71  0.00
H: 0.72 3.82 3.35  0.02
H: 0.77 2.17 2.91  0.01

<S²> ... 2.068
Spin multiplicity ... 3
Net charge ... +1
Energy above the lowest of the compared OMol25 structures with the same formula, charge and spin ... 0.991 eV
F_max ... 0.05503 hartree/bohr

=====

2.
# C4H15N3O

A structure of composition C4H15N3O (ωB97M-V/def2-TZVPD, OMol25).

Last column: natural (NBO) charge in e.
Geometry (Å):
C: -1.54 -2.55 0.00  -0.23
N: -1.74 -3.29 -1.24  -0.82
C: -0.61 -1.37 -0.27  -0.23
N: -0.26 -0.66 0.98  -0.78
H: -1.05 -3.21 0.72  0.18
H: -2.44 -2.16 0.49  0.17
H: -2.46 -4.00 -1.08  0.36
H: -2.15 -2.68 -1.93  0.35
H: -1.14 -0.64 -0.88  0.21
H: 0.30 -1.66 -0.77  0.21
H: 0.73 0.14 0.83  0.43
H: -0.99 -0.02 1.30  0.40
H: -0.02 -1.32 1.73  0.39
C: 1.58 2.30 1.50  -0.43
N: 1.39 1.20 0.55  -0.68
C: 0.50 1.81 -0.67  0.18
O: 0.98 2.89 -1.14  -0.83
H: 1.96 3.17 0.97  0.24
H: 2.22 2.04 2.34  0.19
H: 0.59 2.57 1.88  0.19
H: 2.27 1.06 0.06  0.38
H: -0.50 1.87 -0.16  0.04
H: 0.49 0.93 -1.36  0.07

Energy above the lowest of the compared OMol25 structures with the same formula, charge and spin ... 2.829 eV
F_max ... 0.03698 hartree/bohr

=====

3.
# C20H41AsN5OS3Si3Zr

A structure of composition C20H41AsN5OS3Si3Zr (ωB97M-V/def2-TZVPD, OMol25).

Last column: Mulliken charge in e.
Geometry (Å):
Zr: -0.96 0.29 1.09  0.74
C: -3.99 -0.48 -1.37  -0.98
C: -4.11 -0.75 0.09  0.26
N: -3.13 -0.67 0.99  0.88
C: -3.60 -0.96 2.26  -0.31
C: -4.92 -1.26 2.32  -0.46
S: -5.60 -1.19 0.76  -0.08
C: -2.63 -1.01 3.34  0.06
C: -2.83 -1.32 4.64  -0.51
S: -1.33 -1.37 5.46  -0.04
C: -0.50 -0.96 4.06  0.30
N: -1.30 -0.78 3.01  -0.26
C: 0.99 -0.92 4.01  -0.73
H: -3.03 -0.80 -1.75  -0.23
H: -4.11 0.59 -1.57  0.38
H: -4.77 -1.01 -1.92  0.53
H: -5.51 -1.54 3.18  0.47
H: -3.75 -1.54 5.15  0.48
H: 1.42 -0.98 5.01  0.53
H: 1.35 -0.02 3.52  0.15
H: 1.34 -1.79 3.44  -0.04
C: 4.02 -2.17 -1.09  -1.02
Si: 2.77 -2.17 0.29  0.25
C: 3.52 -1.40 1.81  -1.22
C: 1.98 -3.83 0.58  -1.08
As: 0.96 -0.74 -0.55  0.67
Si: 2.11 1.12 -1.60  0.09
C: 0.82 2.45 -1.84  -0.82
C: 2.81 0.53 -3.21  -0.98
C: 3.42 1.68 -0.41  -0.96
Si: -0.17 -1.94 -2.33  0.44
C: 1.06 -2.86 -3.37  -0.95
C: -1.31 -3.14 -1.46  -0.91
C: -1.04 -0.61 -3.32  -1.01
H: 4.79 -2.90 -0.81  0.45
H: 4.52 -1.20 -1.18  0.28
H: 3.62 -2.46 -2.06  0.28
H: 4.61 -1.51 1.73  0.51
H: 3.23 -1.91 2.73  0.44
H: 3.31 -0.34 1.92  0.32
H: 2.73 -4.51 1.00  0.48
H: 1.63 -4.27 -0.35  0.27
H: 1.15 -3.78 1.28  0.29
H: -0.04 2.08 -2.39  0.26
H: 1.26 3.28 -2.40  0.57
H: 0.50 2.83 -0.87  0.03
H: 2.03 0.25 -3.93  0.28
H: 3.49 -0.31 -3.10  0.33
H: 3.37 1.35 -3.65  0.44
H: 3.00 1.96 0.56  0.22
H: 3.90 2.58 -0.82  0.44
H: 4.20 0.94 -0.25  0.29
H: 1.53 -3.67 -2.81  0.29
H: 1.82 -2.22 -3.80  0.33
H: 0.51 -3.32 -4.20  0.43
H: -0.72 -3.94 -1.01  0.35
H: -1.98 -3.60 -2.18  0.40
H: -1.91 -2.70 -0.66  0.15
H: -0.33 -0.08 -3.95  0.32
H: -1.56 0.13 -2.71  0.08
H: -1.77 -1.08 -3.99  0.53
O: 0.76 3.46 3.41  -0.40
C: 0.49 2.57 2.73  0.86
N: 0.22 1.64 2.00  -0.69
C: -1.26 5.86 -0.75  -1.19
N: -1.60 4.44 -0.75  -0.06
C: -1.92 3.76 0.33  0.39
N: -1.92 4.33 1.52  -0.26
S: -2.48 2.10 0.16  -0.34
H: -1.09 6.17 -1.78  0.37
H: -0.35 6.04 -0.18  0.40
H: -2.09 6.45 -0.35  0.41
H: -1.59 3.93 -1.62  0.30
H: -1.72 5.32 1.64  0.21
H: -2.35 3.86 2.30  0.27

Net charge ... +3
Energy above the lowest of the compared OMol25 structures with the same formula, charge and spin ... 0.000 eV
F_max ... 0.00543 hartree/bohr

=====

4.
# C25H54BrF2N3O5S

A structure of composition C25H54BrF2N3O5S (ωB97M-V/def2-TZVPD, OMol25).

Last column: Mulliken charge in e.
Geometry (Å):
C: -0.63 -0.20 3.06  -1.25
C: -1.74 -0.56 2.08  -0.28
C: -1.95 -2.09 2.06  -0.48
Br: -0.82 -2.83 0.66  -0.16
C: -3.38 -2.52 1.92  0.67
C: -3.67 -4.03 2.06  -0.85
C: -3.17 -4.87 0.92  0.32
O: -3.42 -4.75 -0.26  -0.47
F: -2.33 -5.84 1.34  -0.25
O: -4.07 -2.12 0.72  -0.18
S: -5.47 -1.45 1.00  1.12
O: -5.43 -0.03 1.02  -0.58
O: -6.46 -2.04 0.18  -0.54
O: -5.57 -1.89 2.57  -0.36
C: -4.23 -1.89 3.02  0.02
F: -4.13 -2.57 4.18  -0.35
H: -0.74 -0.66 4.04  0.39
H: 0.29 -0.59 2.65  0.34
H: -0.50 0.87 3.13  0.34
H: -2.64 0.02 2.21  0.34
H: -1.36 -0.30 1.10  0.32
H: -1.59 -2.49 3.00  0.54
H: -4.75 -4.15 2.06  0.51
H: -3.32 -4.43 2.99  0.38
H: -4.02 -0.87 3.29  0.52
C: 1.34 -4.89 -2.16  -1.45
C: 1.92 -3.80 -3.06  -0.18
N: 2.74 -2.84 -2.33  0.31
C: 3.02 -1.64 -3.09  0.05
C: 3.86 -1.77 -4.37  -1.11
C: 3.84 -3.40 -1.58  -0.74
C: 4.88 -4.25 -2.33  -0.98
H: 0.81 -4.44 -1.32  0.21
H: 0.63 -5.49 -2.73  0.46
H: 2.10 -5.57 -1.78  0.33
H: 1.09 -3.26 -3.51  0.20
H: 2.47 -4.27 -3.89  0.23
H: 3.50 -0.91 -2.43  0.35
H: 2.06 -1.18 -3.37  -0.36
H: 4.91 -1.97 -4.16  0.35
H: 3.81 -0.84 -4.93  0.33
H: 3.49 -2.56 -5.03  0.25
H: 3.43 -4.02 -0.78  0.36
H: 4.35 -2.59 -1.06  0.40
H: 4.41 -4.99 -2.98  0.26
H: 5.50 -4.79 -1.62  0.39
H: 5.54 -3.64 -2.94  0.25
C: 1.69 0.95 -7.09  -1.26
C: 0.50 0.49 -6.26  -0.49
N: 0.69 0.71 -4.84  0.66
C: -0.27 0.00 -4.01  -0.60
C: -1.75 0.38 -4.13  -1.40
C: 0.98 2.07 -4.44  -0.79
C: -0.02 3.17 -4.84  -1.07
H: 2.62 0.51 -6.73  0.15
H: 1.56 0.64 -8.13  0.44
H: 1.80 2.03 -7.09  0.31
H: 0.38 -0.59 -6.42  0.43
H: -0.41 0.97 -6.64  0.28
H: 0.04 0.09 -2.96  0.50
H: -0.17 -1.07 -4.24  0.14
H: -1.97 1.34 -3.67  0.29
H: -2.36 -0.37 -3.62  0.45
H: -2.08 0.40 -5.17  0.29
H: 1.96 2.34 -4.86  0.43
H: 1.13 2.10 -3.36  0.37
H: -0.30 3.10 -5.89  0.25
H: 0.44 4.15 -4.70  0.39
H: -0.92 3.14 -4.23  0.26
C: 0.25 2.45 7.04  -1.33
C: 0.85 3.45 6.06  -0.43
N: -0.10 3.94 5.08  0.26
C: 0.52 4.64 3.97  -0.74
C: 1.28 5.94 4.27  -1.10
C: -1.31 4.55 5.62  -0.73
C: -1.15 5.74 6.58  -0.97
H: -0.24 1.63 6.51  0.24
H: 1.03 2.02 7.66  0.44
H: -0.48 2.91 7.70  0.30
H: 1.66 2.94 5.53  0.44
H: 1.31 4.27 6.63  0.27
H: -0.24 4.84 3.21  0.41
H: 1.22 3.94 3.50  0.38
H: 0.61 6.76 4.49  0.22
H: 1.86 6.23 3.39  0.41
H: 1.98 5.83 5.10  0.29
H: -1.88 3.78 6.13  0.38
H: -1.94 4.85 4.78  0.38
H: -0.41 5.54 7.36  0.25
H: -2.10 5.94 7.07  0.38
H: -0.86 6.65 6.06  0.25

F_max ... 0.04697 hartree/bohr

=====

What are the energy values for these records? In order: -15927.8884, -10906.7105, -149144.9679, -127819.8758 eV.